one | # C6H12S

A cluster of 2 separate species, C6H12S in total (wB97M-V/def2-TZVPD, the OMol25 dataset).

Geometry (Å):
C -1.388 0.560 0.253
C -1.641 -0.138 -0.842
C -1.411 2.049 0.341
C -1.638 -1.627 -0.930
C 3.119 -0.882 1.386
C 2.339 -0.295 0.495
S 2.935 0.525 -0.945
H -1.161 0.042 1.178
H -2.175 2.369 1.050
H -0.455 2.430 0.701
H -1.624 2.495 -0.628
H -2.613 -1.981 -1.263
H -1.413 -2.077 0.034
H -0.901 -1.967 -1.660
H -1.872 0.380 -1.767
H 2.699 -1.357 2.255
H 4.190 -0.905 1.280
H 1.265 -0.276 0.592
H 1.743 0.653 -1.531

Summary:
Molecular weight: 116.2 Da
Total charge: 0
HOMO-LUMO gap: 0.3493 Eh
SMILES: C/C=C/C.C=CS
E_HOMO: -8.63 eV

=====

two | # C6H12S

A cluster of 2 separate species, C6H12S in total (wB97M-V/def2-TZVPD, the OMol25 dataset).

Geometry (Å):
C -0.858 0.818 2.771
C -0.352 1.322 1.667
C -1.697 -0.907 -0.908
C 2.171 0.077 -0.839
C -0.379 -0.224 -1.344
C 0.808 -0.402 -0.449
S 0.543 -1.732 0.669
H -1.493 1.348 3.597
H -1.069 -0.179 3.039
H -0.382 2.377 1.417
H -2.015 -0.803 0.126
H -1.674 -2.030 -1.170
H -2.646 -0.550 -1.332
H 2.772 0.411 -0.057
H 2.800 -0.816 -1.141
H 2.247 0.741 -1.659
H -0.141 -0.641 -2.324
H -0.520 0.883 -1.372
H 1.732 -1.519 1.180

Summary:
Molecular weight: 116.2 Da
Total charge: 0
HOMO-LUMO gap (alpha / beta): 0.3398 / 0.2426 Eh
E_HOMO (alpha / beta): -8.61 / -6.69 eV

=====

Which structure is the least stable? The one labeled two.

=====

one | # C6H19N4

A cluster of 2 separate species, C6H19N4 in total (wB97M-V/def2-TZVPD, the OMol25 dataset).

Geometry (Å):
C -2.789 1.445 -1.262
C 2.829 -1.120 1.130
C -2.230 0.373 0.929
C 2.213 -0.247 -1.156
C -2.240 0.198 -0.586
C 1.691 -0.705 0.212
N -1.398 -0.623 1.661
N -1.671 -0.701 -1.301
N 0.882 0.418 0.843
N 1.178 0.632 -1.751
H -2.943 1.306 -2.237
H -2.050 2.267 -1.270
H -3.717 1.760 -0.682
H 3.291 -0.344 1.758
H 2.522 -1.697 1.943
H 3.475 -1.739 0.579
H -3.213 0.566 1.515
H -1.743 1.326 1.034
H 2.430 -0.997 -1.836
H 3.066 0.376 -0.945
H -1.485 -0.441 2.676
H -1.775 -1.585 1.398
H -1.363 -1.582 -1.014
H 1.130 -1.589 0.041
H 0.604 1.004 0.063
H -0.054 -0.105 1.281
H 1.654 0.824 -2.663
H 1.363 0.820 1.656
H 0.345 0.162 -2.015

Summary:
Molecular weight: 147.2 Da
Total charge: +1
HOMO-LUMO gap: 0.3884 Eh
E_HOMO: -13.31 eV

=====

two | # C6H19N4

A cluster of 3 separate species, C6H19N4 in total (wB97M-V/def2-TZVPD, the OMol25 dataset).

Geometry (Å):
C -1.701 -0.438 0.063
C 0.993 -4.252 1.611
C 2.295 2.477 -0.488
C -1.664 3.090 -0.409
C -0.514 1.867 -2.083
C -0.336 0.104 0.329
N 0.501 -0.745 0.828
N 0.212 -3.645 0.476
N -0.197 1.352 0.114
N -0.809 2.000 -0.870
H -1.950 -1.233 0.827
H -2.450 0.430 0.104
H -1.840 -0.748 -1.000
H 1.128 -3.486 2.390
H 0.273 -4.973 2.108
H 1.953 -4.786 1.512
H 1.868 3.444 -0.671
H 2.686 2.048 -1.401
H 1.629 1.735 0.031
H -1.615 3.028 0.753
H -1.566 4.117 -0.840
H -2.692 2.770 -0.571
H 3.138 2.747 0.145
H 0.115 1.024 -2.265
H -1.060 2.520 -2.865
H 0.293 -1.738 1.033
H 1.421 -0.596 0.878
H -0.812 -3.961 0.518
H 0.701 -4.152 -0.259

Summary:
Molecular weight: 147.2 Da
Total charge: +1
HOMO-LUMO gap: 0.3382 Eh
E_HOMO: -12.88 eV

=====

Which structure is the least stable? The one labeled two.